(1)
The following is a DFT calculation (ωB97M-V/def2-TZVPD) of a structure of composition C21H54BrFNO7PS.

Geometry (Å):
Br1 0.207 4.061 -0.587
S1 1.675 -1.207 1.175
P1 3.026 1.184 0.682
F1 2.202 -1.088 2.679
O1 -0.846 0.288 4.496
O2 0.410 -1.874 1.324
O3 2.746 -1.765 0.390
O4 2.652 -0.793 -3.425
O5 0.724 -4.781 -0.922
O6 -2.647 5.811 1.922
O7 -0.533 -2.548 -6.873
N1 1.409 0.360 0.793
C1 -1.620 -2.298 -5.983
C2 0.346 0.959 1.658
C3 -0.333 0.920 5.669
C4 2.111 -6.453 0.147
C5 -0.738 1.712 0.866
C6 -0.750 3.237 0.893
C7 1.917 -1.773 -4.167
C8 -0.341 -6.859 -0.264
C9 3.021 1.598 -1.090
C10 0.970 0.266 6.100
C11 -3.818 6.110 2.683
C12 2.531 -1.975 -5.541
C13 -2.778 -3.243 -6.266
C14 -4.984 5.241 2.240
C15 -1.369 0.915 6.781
C16 2.775 2.844 1.450
C17 3.699 3.029 2.675
C18 -2.048 -0.841 -6.052
C19 0.925 -6.181 -0.767
C20 1.816 -3.072 -3.386
C21 -4.149 7.592 2.599
H1 0.769 1.547 2.475
H2 4.613 2.434 2.565
H3 -1.768 3.614 0.790
H4 -3.594 -3.092 -5.559
H5 1.218 -3.811 -3.923
H6 -3.164 -3.074 -7.275
H7 2.813 -3.492 -3.220
H8 3.006 -5.964 -0.237
H9 -0.210 -7.940 -0.184
H10 2.574 -1.030 -6.084
H11 -3.302 8.192 2.929
H12 -1.035 -0.630 4.710
H13 -1.609 -0.113 7.067
H14 -1.699 1.402 1.295
H15 3.553 -2.356 -5.455
H16 -5.015 7.839 3.215
H17 4.003 4.072 2.780
H18 -0.170 0.127 2.131
H19 1.699 0.287 5.289
H20 3.541 -1.139 -3.293
H21 1.744 3.032 1.743
H22 -0.835 -2.380 -7.771
H23 -0.136 1.951 5.364
H24 1.152 -6.545 -1.772
H25 -3.550 5.858 3.710
H26 3.025 3.578 0.678
H27 -0.734 1.344 -0.165
H28 3.218 2.683 3.594
H29 -1.002 1.437 7.666
H30 -5.871 5.427 2.846
H31 -2.834 6.021 1.002
H32 -1.217 -2.509 -4.990
H33 -1.204 -0.185 -5.836
H34 1.399 0.770 6.968
H35 4.040 1.889 -1.365
H36 -4.725 4.184 2.318
H37 0.796 -0.781 6.365
H38 -0.605 -6.473 0.725
H39 2.713 0.737 -1.687
H40 1.365 -2.908 -2.412
H41 -2.290 1.396 6.450
H42 1.941 -2.681 -6.123
H43 1.913 -6.053 1.145
H44 2.307 -7.523 0.238
H45 -0.351 3.642 1.823
H46 -2.448 -4.281 -6.201
H47 -4.377 7.869 1.566
H48 -1.175 -6.658 -0.936
H49 0.920 -1.343 -4.284
H50 -5.235 5.450 1.196
H51 0.529 -4.402 -0.057
H52 2.354 2.440 -1.311
H53 -2.412 -0.602 -7.055
H54 -2.846 -0.628 -5.340

For the maximum force, the calculation gives 1.75 eV/A. Its total charge is 0. For the HOMO-LUMO gap, the calculation gives 9.071 eV. For the HOMO energy, the calculation gives -8.5 eV. Its lowest unoccupied orbital energy is 0.531 eV.

Mulliken population analysis, charges in e, atoms 1 to 2:
1 Br -0.19
2 S 1.19

---

(2)
The following is a DFT calculation (ωB97M-V/def2-TZVPD) of a structure of composition C21H54BrGaIO13P4.

Geometry (Å):
I1 0.941 -1.034 -3.907
Br1 -4.815 -3.454 -5.151
Ga1 -0.126 -3.415 -4.236
P1 1.377 -4.602 -5.630
P2 3.536 4.596 -2.911
P3 -2.334 2.979 3.653
P4 -0.237 -4.857 2.035
O1 -1.376 1.988 2.851
O2 -0.762 -5.330 0.752
O3 -1.790 4.382 3.069
O4 0.841 -5.313 3.131
O5 -1.444 -4.385 2.995
O6 0.452 -3.437 1.787
O7 2.392 5.067 -3.700
O8 3.563 3.003 -2.995
O9 1.222 -4.284 -7.094
O10 -2.025 2.976 5.089
O11 4.914 4.926 -3.677
O12 4.038 4.633 -1.388
O13 -3.630 2.977 2.720
C1 5.458 7.163 -2.838
C2 -2.012 -6.459 4.173
C3 5.206 6.271 -4.041
C4 -2.487 -5.306 3.306
C5 2.902 2.065 -5.155
C6 -1.331 0.600 3.212
C7 1.519 -6.580 3.027
C8 -1.183 5.350 3.918
C9 0.539 -2.858 0.472
C10 3.323 5.376 -0.381
C11 2.548 2.264 -3.698
C12 -4.953 2.771 3.254
C13 -3.088 -4.625 -3.189
C14 -0.681 -2.030 0.148
C15 -2.630 -0.124 2.915
C16 1.835 5.084 -0.375
C17 -3.004 -4.235 -4.672
C18 -5.253 3.651 4.452
C19 -1.963 -3.190 -5.045
C20 0.313 5.132 4.037
C21 2.110 -6.823 1.652
H1 4.393 6.672 -4.653
H2 4.528 7.360 -2.300
H3 -3.088 -5.712 -3.105
H4 3.713 1.343 -5.255
H5 -2.938 -5.097 -5.326
H6 1.332 -6.883 0.888
H7 -2.935 -5.680 2.381
H8 -0.678 -1.105 0.730
H9 -2.363 -2.194 -4.863
H10 2.665 -7.762 1.639
H11 3.239 2.998 -5.611
H12 -5.084 1.717 3.510
H13 -3.249 -4.733 3.835
H14 0.729 5.742 4.840
H15 0.697 -3.628 -0.283
H16 6.153 6.687 -2.146
H17 1.347 5.618 0.441
H18 -1.384 -7.143 3.597
H19 -1.657 5.353 4.900
H20 -5.108 4.703 4.201
H21 1.580 2.752 -3.588
H22 -1.381 6.323 3.465
H23 2.308 -6.565 3.777
H24 -1.817 -3.253 -6.127
H25 6.099 6.228 -4.665
H26 0.833 -7.387 3.298
H27 0.546 4.086 4.233
H28 -2.300 -4.179 -2.592
H29 -2.499 -1.202 3.015
H30 -2.861 -7.029 4.551
H31 -0.695 -1.770 -0.910
H32 -2.979 0.098 1.906
H33 -1.071 0.505 4.269
H34 2.472 1.301 -3.193
H35 -4.596 3.417 5.292
H36 -6.282 3.505 4.779
H37 -5.644 2.992 2.443
H38 1.652 4.016 -0.256
H39 -0.519 0.165 2.633
H40 5.867 8.124 -3.152
H41 1.364 5.398 -1.309
H42 2.042 1.690 -5.708
H43 3.763 5.093 0.574
H44 -1.425 -6.090 5.015
H45 -1.609 -2.551 0.390
H46 -3.411 0.183 3.618
H47 -0.120 -4.077 -2.784
H48 2.783 -6.011 1.374
H49 1.280 -6.007 -5.408
H50 0.813 5.404 3.105
H51 -4.034 -4.292 -2.768
H52 3.505 6.446 -0.515
H53 2.694 -4.251 -5.222
H54 1.429 -2.230 0.473

For the maximum force, the calculation gives 4.66 eV/A. Its total charge is -1. For the HOMO-LUMO gap, the calculation gives 7.236 eV. For the HOMO energy, the calculation gives -5.2 eV. Its lowest unoccupied orbital energy is 2.085 eV.

Mulliken population analysis, charges in e, atoms 1 to 2:
1 I -0.37
2 Br -0.29

---

(3)
The following is a DFT calculation (ωB97M-V/def2-TZVPD) of a cluster of 11 separate species, C21H54O11 in total.

Geometry (Å):
O1 -12.725 -0.231 1.290
O2 -10.228 0.539 0.138
O3 -10.730 2.700 -3.825
O4 -7.653 -0.117 -1.100
O5 -9.883 4.787 -1.796
O6 -12.550 -1.075 -5.828
O7 -13.769 4.184 -2.416
O8 -13.470 4.477 2.957
O9 -8.263 -3.452 2.801
O10 -9.179 3.171 3.948
O11 -7.691 4.690 -0.006
C1 -15.809 4.930 -1.432
C2 -13.460 -0.383 -3.675
C3 -8.945 -2.564 2.313
C4 -13.640 3.403 3.502
C5 -10.066 6.213 -1.873
C6 -10.986 -1.168 -3.950
C7 -9.740 -2.816 1.059
C8 -13.419 -1.033 0.339
C9 -12.415 2.694 -5.500
C10 -7.984 0.339 -2.405
C11 -9.936 2.193 -6.038
C12 -12.358 -0.956 -4.599
C13 -15.002 3.050 4.022
C14 -9.020 2.325 2.802
C15 -14.418 4.315 -1.402
C16 -11.015 2.532 -5.005
C17 -10.426 1.836 -0.429
C18 -9.068 -1.234 2.961
C19 -7.973 5.447 1.193
C20 -12.519 2.457 3.680
C21 -13.910 3.906 -0.053
H1 -16.054 5.105 -2.480
H2 -11.059 -1.944 -3.188
H3 -10.647 -0.220 -3.533
H4 -9.656 6.728 -2.742
H5 -12.875 4.179 0.150
H6 -9.731 6.701 -0.958
H7 -14.856 2.975 5.100
H8 -12.950 -2.015 0.279
H9 -9.910 1.123 -6.247
H10 -8.128 -0.500 -3.086
H11 -14.441 -1.143 0.703
H12 -15.867 5.925 -0.991
H13 -8.182 -0.629 2.768
H14 -15.428 2.150 3.578
H15 -12.481 3.457 -6.276
H16 -8.076 1.781 2.799
H17 -10.920 1.747 -1.396
H18 -8.975 2.482 -5.611
H19 -10.123 2.702 -6.983
H20 -14.464 -0.471 -4.090
H21 -10.249 -1.534 -4.666
H22 -9.040 2.875 1.861
H23 -9.886 1.664 2.835
H24 -7.140 5.347 1.889
H25 -9.434 -2.099 0.296
H26 -9.933 -0.721 2.541
H27 -11.695 2.822 3.066
H28 -13.205 0.637 -3.387
H29 -9.068 -1.386 4.040
H30 -14.562 4.446 0.633
H31 -8.401 4.710 -0.652
H32 -14.095 2.846 0.124
H33 -10.289 4.270 -2.495
H34 -16.528 4.300 -0.909
H35 -15.729 3.797 3.706
H36 -9.468 -3.764 0.595
H37 -8.882 5.049 1.643
H38 -13.089 2.976 -4.691
H39 -9.167 2.651 4.755
H40 -8.103 6.503 0.957
H41 -11.878 0.105 0.988
H42 -10.777 -2.713 1.378
H43 -11.127 6.443 -1.964
H44 -9.520 0.132 -0.366
H45 -8.900 0.918 -2.289
H46 -13.429 -0.518 -0.621
H47 -9.452 2.325 -0.469
H48 -12.144 2.349 4.697
H49 -13.453 -0.950 -2.744
H50 -6.815 -0.586 -1.102
H51 -7.148 0.958 -2.731
H52 -12.772 1.813 -6.035
H53 -11.060 2.442 0.218
H54 -12.784 1.483 3.269

For the maximum force, the calculation gives 3.14 eV/A. For the energy relative to the best compared isomer or geometry (same formula, charge and spin), the calculation gives 1.033 eV. Its total charge is 0. For the HOMO-LUMO gap, the calculation gives 9.784 eV. For the HOMO energy, the calculation gives -9.4 eV. As for the structure (SMILES): CC(C)=O.CC(C)=O.CC(C)=O.CC(C)=O.CC(C)=O.CO.CO.CO.CO.CO.CO. Its lowest unoccupied orbital energy is 0.415 eV.

Mulliken population analysis, charges in e, atoms 1 to 2:
1 O -0.51
2 O 0.73

---

(4)
The following is a DFT calculation (ωB97M-V/def2-TZVPD) of a cluster of 5 separate species, C21H54O16P2S4 in total.

Geometry (Å):
S1 5.965 3.377 3.386
S2 0.668 -5.350 6.455
S3 0.747 6.169 -2.425
S4 -6.972 -2.710 -3.920
P1 0.078 -0.319 -0.763
P2 1.762 -1.960 1.007
O1 -7.850 -2.794 -2.796
O2 5.316 4.402 4.147
O3 6.030 3.495 1.962
O4 -0.360 -4.356 6.379
O5 -5.560 -2.606 -3.705
O6 1.321 4.948 -2.900
O7 1.896 7.177 -2.011
O8 1.341 -0.768 1.984
O9 -7.246 -3.921 -4.908
O10 0.611 -3.067 1.179
O11 5.351 1.974 3.788
O12 1.169 -5.683 4.990
O13 0.743 1.092 -0.238
O14 -0.224 6.119 -1.373
O15 3.081 -2.501 1.324
O16 1.787 -5.143 7.320
C1 1.614 -1.334 -0.672
C2 -6.690 -5.211 -4.559
C3 1.229 -0.113 -3.345
C4 7.584 3.096 4.014
C5 1.604 -4.576 4.156
C6 0.077 2.322 -0.525
C7 2.962 -4.033 4.544
C8 -1.429 2.362 -0.239
C9 3.403 1.694 2.292
C10 -2.531 -1.106 -2.817
C11 -1.038 -1.181 -3.160
C12 -7.437 -5.894 -3.432
C13 -2.930 -1.752 -1.470
C14 -0.125 -0.086 -2.591
C15 2.540 6.968 -0.727
C16 3.491 5.789 -0.722
C17 3.911 1.822 3.710
C18 -7.515 -1.422 -4.985
C19 0.117 7.081 -3.789
C20 -1.845 3.751 0.302
C21 -0.044 -6.920 6.806
H1 7.986 2.202 3.547
H2 -8.500 -5.960 -3.663
H3 -3.753 -2.447 -1.599
H4 -2.358 3.654 1.259
H5 -1.966 2.202 -1.174
H6 -6.857 -1.375 -5.848
H7 3.700 -4.834 4.571
H8 -0.381 -6.885 7.840
H9 0.386 -0.665 2.033
H10 1.455 -1.131 -3.654
H11 2.338 1.481 2.298
H12 -2.840 -0.060 -2.855
H13 0.282 2.631 -1.552
H14 -8.541 -1.623 -5.279
H15 8.179 3.965 3.745
H16 -2.071 -2.297 -1.078
H17 -0.656 6.466 -4.245
H18 3.702 0.914 4.272
H19 -6.766 -5.792 -5.476
H20 2.519 -0.791 -0.929
H21 2.037 0.280 -2.735
H22 -0.579 0.883 -2.799
H23 -3.080 -1.631 -3.597
H24 0.925 7.257 -4.492
H25 3.917 0.885 1.773
H26 4.021 5.751 0.230
H27 0.718 -7.683 6.682
H28 1.641 -4.987 3.150
H29 -7.332 -5.350 -2.495
H30 -7.042 -6.900 -3.292
H31 3.441 2.654 4.235
H32 -3.183 -0.981 -0.747
H33 0.841 -3.797 4.167
H34 3.270 -3.289 3.809
H35 -7.459 -0.500 -4.410
H36 -1.719 1.596 0.475
H37 -0.968 4.367 0.480
H38 -0.654 -2.173 -2.898
H39 2.940 -3.567 5.529
H40 1.773 6.871 0.042
H41 3.078 7.895 -0.544
H42 0.568 3.058 0.110
H43 1.159 0.510 -4.235
H44 -0.882 -7.085 6.136
H45 -0.948 -1.112 -4.248
H46 7.529 2.988 5.094
H47 -0.302 8.015 -3.425
H48 -2.527 4.264 -0.368
H49 2.964 4.846 -0.856
H50 4.219 5.880 -1.528
H51 -5.631 -5.091 -4.327
H52 1.457 -2.198 -1.319
H53 3.567 2.611 1.726
H54 -0.222 -2.757 0.793

For the maximum force, the calculation gives 0.98 eV/A. For the energy relative to the best compared isomer or geometry (same formula, charge and spin), the calculation gives 0.000 eV. Its total charge is 0. For the HOMO-LUMO gap, the calculation gives 8.907 eV. For the HOMO energy, the calculation gives -8.6 eV. As for the structure (SMILES): CCCOP(CP(=O)(O)O)[C@@H](C)CCC.CCOS(C)(=O)=O.CCOS(C)(=O)=O.CCOS(C)(=O)=O.CCOS(C)(=O)=O. Its lowest unoccupied orbital energy is 0.336 eV.

Mulliken population analysis, charges in e, atoms 1 to 2:
1 S 1.26
2 S 1.26

---

(5)
The following is a DFT calculation (ωB97M-V/def2-TZVPD) of a cluster of 14 separate species, C21H54O28S3 in total.

Geometry (Å):
S1 0.750 -3.861 -1.997
S2 0.933 0.878 -4.504
S3 1.248 0.357 1.782
O1 1.965 -2.985 3.696
O2 2.620 -0.054 1.585
O3 -4.245 1.780 -1.157
O4 -0.336 1.963 5.343
O5 4.164 2.094 3.439
O6 0.822 1.345 0.555
O7 -3.092 2.214 4.497
O8 -1.939 0.285 4.488
O9 -0.473 0.697 -3.764
O10 -4.808 4.283 -2.884
O11 0.275 -2.773 -1.206
O12 4.367 -2.433 0.164
O13 -2.954 3.920 -4.033
O14 -3.223 -3.980 4.684
O15 3.625 3.544 5.094
O16 0.734 -5.194 -1.451
O17 -3.171 0.914 2.703
O18 1.766 -0.273 -4.237
O19 3.882 -0.071 -1.279
O20 -1.655 -5.586 4.587
O21 1.681 3.944 -2.124
O22 1.397 2.229 -4.261
O23 -2.819 5.180 -2.248
O24 3.501 1.312 5.368
O25 -0.165 -3.874 -3.374
O26 -1.650 -3.962 3.117
O27 0.547 4.758 3.152
O28 0.872 1.046 2.994
C1 -0.570 -4.270 -5.685
C2 -1.503 5.138 -2.732
C3 0.074 -4.835 -4.372
C4 -0.511 -5.877 3.784
C5 -2.282 -4.493 4.167
C6 -3.856 2.942 3.551
C7 -2.644 1.077 3.961
C8 4.744 0.788 3.523
C9 0.096 -1.030 1.499
C10 0.198 0.688 -6.161
C11 -2.186 -0.587 -2.511
C12 -0.726 -0.413 -2.928
C13 3.691 2.430 4.681
C14 -3.866 2.066 2.297
C15 2.389 -3.349 -2.626
C16 -1.545 4.139 -3.941
C17 -0.870 2.523 -0.824
C18 3.756 0.171 4.539
C19 -0.413 2.037 0.574
C20 -3.634 4.478 -3.029
C21 -0.613 -4.794 2.668
H1 -0.811 -5.319 1.732
H2 -0.032 5.323 3.674
H3 -0.954 -4.988 -6.400
H4 4.126 -0.546 5.271
H5 5.274 -2.469 0.490
H6 -0.290 3.424 -0.981
H7 5.717 0.746 4.018
H8 -2.633 0.317 -2.106
H9 -1.952 2.493 -0.928
H10 -0.416 -5.800 -4.233
H11 -0.545 1.815 -1.598
H12 2.996 -4.252 -2.609
H13 3.846 -2.117 0.917
H14 0.785 -1.851 1.694
H15 4.233 -0.956 -1.091
H16 0.230 1.642 4.627
H17 -0.051 -1.009 0.423
H18 -0.157 -0.334 -6.059
H19 -0.702 -0.837 2.207
H20 -1.024 6.075 -3.010
H21 3.078 -0.039 -0.752
H22 -0.146 -0.282 -2.005
H23 -1.053 1.317 5.396
H24 0.610 3.941 3.663
H25 0.955 0.779 -6.938
H26 -1.137 1.341 1.011
H27 1.143 -4.998 -4.523
H28 1.665 -2.505 4.479
H29 -3.480 3.964 3.487
H30 -2.186 -1.405 -1.790
H31 -1.157 4.675 -4.805
H32 -4.702 1.692 -2.005
H33 -2.756 -0.987 -3.352
H34 -4.871 3.101 3.925
H35 -1.373 -3.676 -5.242
H36 -0.527 1.477 -6.330
H37 2.838 -2.699 -1.878
H38 -0.569 -6.881 3.376
H39 -0.876 4.693 -1.958
H40 1.829 3.642 -1.220
H41 0.326 -4.258 2.567
H42 2.474 -3.725 4.047
H43 0.375 -5.732 4.400
H44 -3.418 2.560 1.435
H45 2.095 3.266 -2.675
H46 -0.855 3.336 -3.706
H47 4.823 0.187 2.626
H48 -4.701 2.503 -0.713
H49 0.141 -3.585 -6.146
H50 2.248 -2.841 -3.573
H51 -0.379 -1.391 -3.264
H52 -4.925 1.901 2.095
H53 -0.361 2.977 1.127
H54 2.881 -0.233 4.035

For the maximum force, the calculation gives 2.73 eV/A. For the energy relative to the best compared isomer or geometry (same formula, charge and spin), the calculation gives 0.000 eV. Its total charge is 0. For the HOMO-LUMO gap, the calculation gives 9.788 eV. For the HOMO energy, the calculation gives -10.0 eV. Its lowest unoccupied orbital energy is -0.224 eV.

Mulliken population analysis, charges in e, atoms 1 to 2:
1 S 0.98
2 S 0.88